Entry from the Open Molecules 2025 dataset: a structure of composition C42H57BN5O2SbTi (ωB97M-V/def2-TZVPD).

Last column: Mulliken charge in e.
Atoms and positions in Å:
Ti  0.922  -0.720  0.725  -0.829
C  -4.812  -2.331  2.739  -1.622
C  -3.376  -2.406  2.316  0.356
C  -3.002  -3.059  1.139  -1.000
C  -1.687  -3.083  0.724  0.363
C  -0.679  -2.491  1.488  -0.792
N  0.687  -2.490  1.070  1.754
C  1.557  -3.591  1.148  0.588
C  1.073  -4.894  1.196  -0.842
C  1.928  -5.978  1.176  -1.167
C  3.305  -5.801  1.078  0.094
C  4.246  -6.971  1.031  -1.658
C  3.790  -4.500  1.043  -0.550
C  2.945  -3.400  1.114  0.293
N  3.563  -2.100  1.186  -0.085
C  4.812  -1.851  1.617  -0.110
C  5.079  -0.506  1.462  -1.424
C  3.917  0.021  0.924  -0.572
N  2.994  -0.939  0.758  0.474
C  -1.061  -1.825  2.666  -0.346
C  -2.387  -1.776  3.061  -0.296
N  -0.087  -1.146  3.452  0.149
C  0.008  -1.033  4.791  -0.045
C  1.019  -0.139  5.063  -1.466
C  1.492  0.265  3.813  -0.561
N  0.818  -0.347  2.843  0.835
H  -5.400  -3.126  2.285  0.412
H  -4.909  -2.400  3.822  0.407
H  -5.244  -1.377  2.429  0.305
H  -3.760  -3.544  0.537  0.489
H  -1.416  -3.589  -0.193  0.541
H  0.004  -5.050  1.245  0.497
H  1.517  -6.979  1.214  0.455
H  3.751  -7.857  0.639  0.420
H  5.113  -6.757  0.406  0.394
H  4.609  -7.210  2.032  0.313
H  4.857  -4.354  0.940  0.518
H  5.431  -2.630  2.024  0.573
H  5.988  0.010  1.713  0.491
H  3.680  1.042  0.661  0.509
H  -2.653  -1.217  3.950  0.636
H  -0.636  -1.597  5.444  0.586
H  1.367  0.176  6.030  0.460
H  2.277  0.964  3.573  0.562
C  -2.391  -0.718  -1.862  -1.632
C  -1.474  0.131  -2.742  2.007
C  -1.703  -0.197  -4.215  -1.588
C  -1.752  1.612  -2.488  -1.957
Sb  0.585  -0.303  -2.141  0.659
C  1.211  -2.160  -3.130  1.809
C  0.121  -3.205  -2.907  -1.613
C  1.458  -1.964  -4.622  -1.640
C  2.487  -2.641  -2.440  -1.737
C  1.862  1.290  -2.950  1.917
C  1.457  1.647  -4.378  -1.630
C  1.736  2.515  -2.047  -1.661
C  3.311  0.805  -2.930  -1.629
H  -3.430  -0.515  -2.139  0.609
H  -2.280  -0.475  -0.803  0.104
H  -2.219  -1.788  -1.997  0.267
H  -2.729  0.081  -4.477  0.565
H  -1.595  -1.261  -4.426  0.324
H  -1.037  0.358  -4.876  0.278
H  -2.816  1.799  -2.667  0.588
H  -1.193  2.261  -3.161  0.194
H  -1.545  1.914  -1.460  0.553
H  -0.830  -2.935  -3.365  0.321
H  -0.037  -3.384  -1.841  0.041
H  0.442  -4.152  -3.352  0.535
H  0.577  -1.596  -5.148  0.295
H  1.721  -2.931  -5.062  0.568
H  2.287  -1.286  -4.820  0.336
H  2.310  -2.858  -1.384  0.272
H  3.310  -1.931  -2.518  0.200
H  2.812  -3.575  -2.910  0.562
H  0.460  2.083  -4.429  0.297
H  1.496  0.794  -5.054  0.257
H  2.156  2.398  -4.758  0.556
H  0.714  2.885  -1.968  0.322
H  2.347  3.320  -2.467  0.615
H  2.096  2.315  -1.037  0.027
H  3.496  0.003  -3.643  0.335
H  3.623  0.464  -1.939  0.188
H  3.960  1.640  -3.209  0.525
C  -4.126  5.824  2.914  -1.591
C  -3.395  6.111  1.595  2.028
C  -2.839  7.534  1.651  -2.118
C  -4.389  6.024  0.428  -1.582
C  -2.295  5.068  1.394  0.660
C  -0.948  5.416  1.269  -0.346
C  0.065  4.474  1.081  -2.300
C  -0.327  3.162  1.026  0.735
O  0.439  2.011  0.833  -0.511
B  -0.486  0.967  0.824  1.740
O  -1.766  1.409  1.034  -0.100
C  -1.654  2.796  1.147  0.324
C  -2.656  3.714  1.329  -1.331
H  -4.913  6.563  3.070  0.462
H  -3.438  5.876  3.760  0.363
H  -4.593  4.838  2.914  0.317
H  -3.662  8.234  1.798  0.424
H  -2.335  7.811  0.723  0.434
H  -2.144  7.667  2.481  0.435
H  -5.180  6.764  0.559  0.457
H  -4.861  5.042  0.368  0.326
H  -3.892  6.223  -0.523  0.364
H  -0.663  6.456  1.316  0.536
H  1.101  4.770  0.984  0.568
H  -3.685  3.394  1.415  0.559

As for the total charge: +2. The value obtained for the frontier orbital gap is 0.2466 Eh. For the relative energy (zero: lowest compared OMol25 entry of this formula, charge and spin), the calculation gives 0.0 kJ/mol. As for the LUMO energy: -6.2024 eV. The value obtained for the HOMO energy is -12.91 eV.